[1]
# C33H23FN2S2SeTc

C33H23FN2S2SeTc as an isolated structure (wB97M-V/def2-TZVPD, the OMol25 dataset).

## Properties
**Kohn-Sham gap (alpha / beta)**: 6.2 / 5.4 eV
**E**: -4758.78451 a.u.
**<S²>**: 3.7902
**E_HOMO (alpha / beta)**: -13.13 / -13.14 eV
**Charge**: +2
**Lowest unoccupied orbital energy (alpha / beta)**: -6.947 / -7.761 eV
**2S+1**: 4
**Molar mass**: 707.7 Da

Element x y z (Å)
Tc -0.236 0.297 0.869
S 4.245 -1.916 -4.422
C 5.636 -0.938 -4.535
C 5.641 0.059 -3.604
C 4.494 0.024 -2.775
C 3.639 -1.003 -3.101
C 2.371 -1.344 -2.458
C 1.890 -0.559 -1.391
N 0.762 -0.809 -0.747
C -0.026 -1.837 -1.175
C 0.372 -2.691 -2.205
C -0.488 -3.777 -2.595
C -1.689 -3.953 -2.004
C -2.143 -3.050 -0.981
C -3.400 -3.164 -0.370
C -3.815 -2.252 0.590
C -2.918 -1.218 0.911
N -1.715 -1.103 0.362
C -1.311 -2.005 -0.574
C -5.116 -2.332 1.248
C -6.151 -3.179 0.935
C -7.273 -2.995 1.777
C -7.071 -2.023 2.711
S -5.524 -1.318 2.576
C 1.601 -2.433 -2.831
H 6.379 -1.147 -5.287
H 6.430 0.788 -3.511
H 4.323 0.741 -1.986
H 2.457 0.292 -1.043
H -0.153 -4.441 -3.380
H -2.339 -4.765 -2.300
H -4.046 -3.981 -0.662
H -3.188 -0.455 1.629
H -6.133 -3.900 0.132
H -8.188 -3.561 1.692
H -7.751 -1.681 3.473
H 1.922 -3.096 -3.625
F 4.677 3.046 1.183
C 3.705 2.217 1.522
C 3.868 0.860 1.222
C 2.849 0.000 1.533
C 1.668 0.461 2.175
C 0.593 -0.490 2.519
C 1.592 1.828 2.525
C 2.591 2.717 2.166
H 4.789 0.522 0.766
H 2.951 -1.056 1.314
H 0.004 -0.303 3.413
H 0.843 -1.542 2.383
H 0.772 2.180 3.132
H 2.534 3.767 2.418
Se -1.666 1.931 1.888
C -0.951 3.576 1.236
C -0.460 3.702 -0.060
C 0.120 4.899 -0.451
C 0.198 5.957 0.445
C -0.310 5.828 1.730
C -0.889 4.633 2.137
H -0.561 2.890 -0.773
H 0.494 5.017 -1.459
H 0.644 6.892 0.135
H -0.258 6.661 2.417
H -1.287 4.534 3.138

[2]
# C35H32AsN13O3PbS2

C35H32AsN13O3PbS2 as an isolated structure (wB97M-V/def2-TZVPD, the OMol25 dataset).

## Properties
**Kohn-Sham gap**: 6.3 eV
**E**: -5515.63097 a.u.
**Relative energy (zero: lowest compared OMol25 entry of this formula, charge and spin)**: 6.06 kcal per mole
**E_HOMO**: -2.25 eV
**Charge**: -2
**Lowest unoccupied orbital energy**: 4.041 eV
**2S+1**: 1
**Molar mass**: 1029.0 Da

Element x y z (Å)
Pb 0.057 -0.370 0.426
O -4.400 -0.971 0.574
C -3.166 -0.980 0.702
N -2.218 -0.831 -0.219
C -2.495 -0.766 -1.591
C -3.719 -0.376 -2.136
C -3.894 -0.287 -3.514
C -2.855 -0.613 -4.365
C -1.636 -1.036 -3.845
C -1.427 -1.111 -2.467
N -0.215 -1.459 -1.861
C 0.673 -2.230 -2.477
O 0.650 -2.714 -3.623
C 1.898 -2.556 -1.632
C 3.015 -3.090 -2.265
C 4.137 -3.376 -1.508
C 4.114 -3.124 -0.146
C 2.962 -2.587 0.410
N 1.878 -2.321 -0.319
C -2.622 -1.239 2.097
C -3.452 -1.052 3.193
C -2.954 -1.311 4.457
C -1.658 -1.788 4.589
C -0.898 -1.951 3.443
N -1.364 -1.667 2.227
H -4.534 -0.158 -1.465
H -4.856 0.023 -3.911
H -2.987 -0.559 -5.441
H -0.834 -1.336 -4.500
H 2.966 -3.256 -3.332
H 5.027 -3.779 -1.978
H 4.974 -3.313 0.482
H 2.904 -2.341 1.467
H -4.456 -0.691 3.019
H -3.566 -1.133 5.333
H -1.209 -1.988 5.552
H 0.127 -2.296 3.501
N 0.264 1.280 4.469
C 1.115 0.202 4.248
N 1.548 -0.537 5.267
N 2.346 -1.450 4.688
N 2.365 -1.265 3.406
N 1.585 -0.210 3.077
C -0.687 1.756 3.582
N -1.658 2.578 3.983
N -2.341 2.848 2.860
N -1.801 2.230 1.859
N -0.740 1.514 2.277
H -0.009 1.376 5.433
O 4.181 0.084 -1.172
S 2.910 0.687 -1.659
C 2.849 0.477 -3.434
C 4.025 0.291 -4.143
C 3.953 0.079 -5.510
C 2.715 0.048 -6.145
C 1.547 0.213 -5.418
C 1.606 0.418 -4.045
C 3.204 2.468 -1.597
C 2.613 3.377 -2.462
C 2.847 4.732 -2.284
C 3.652 5.173 -1.243
C 4.231 4.256 -0.378
C 4.009 2.897 -0.553
H 4.966 0.294 -3.607
H 4.861 -0.075 -6.082
H 2.663 -0.135 -7.212
H 0.583 0.147 -5.904
H 0.699 0.503 -3.454
H 1.966 3.037 -3.258
H 2.386 5.446 -2.956
H 3.822 6.234 -1.102
H 4.851 4.595 0.442
H 4.452 2.164 0.108
C -2.730 4.200 -2.429
As -2.103 3.256 -0.849
C -1.601 4.717 0.313
C -3.739 2.445 -0.233
S -0.461 2.110 -1.485
H -3.552 4.870 -2.168
H -3.067 3.455 -3.148
H -1.901 4.764 -2.853
H -2.387 4.890 1.044
H -1.423 5.600 -0.302
H -0.695 4.426 0.837
H -4.031 2.954 0.683
H -3.567 1.399 -0.006
H -4.489 2.547 -1.017

[3]
# C26H56GaN2O14

C26H56GaN2O14 as an isolated structure at a distorted geometry (wB97M-V/def2-TZVPD, the OMol25 dataset).

## Properties
**Kohn-Sham gap**: 6.1 eV
**E**: -4111.97511 a.u.
**E_HOMO**: -4.46 eV
**Charge**: -1
**Lowest unoccupied orbital energy**: 1.631 eV
**2S+1**: 1
**Molar mass**: 690.5 Da

Element x y z (Å)
C -0.585 -1.928 -2.692
C -1.881 -2.018 -3.596
C -2.379 -3.485 -3.878
Ga -1.285 -4.482 -5.330
C -1.456 -3.380 -7.058
C -0.385 -2.284 -7.237
N -0.470 -1.070 -6.804
C 0.633 -4.701 -4.620
C 1.769 -4.696 -5.712
O 2.287 -3.340 -5.819
C 3.009 -5.559 -5.187
N 2.702 -6.981 -4.980
O -2.061 -6.200 -5.694
C -2.616 -6.770 -4.526
C -1.551 -7.328 -3.506
H -0.585 -1.027 -2.028
H -0.491 -2.880 -2.098
H 0.355 -1.884 -3.311
H -1.782 -1.414 -4.538
H -2.709 -1.505 -3.017
H -2.350 -4.148 -2.965
H -3.426 -3.393 -4.287
H -1.516 -4.005 -7.995
H -2.447 -2.841 -7.010
H 0.555 -2.579 -7.777
H 0.392 -0.575 -7.063
H 0.936 -3.956 -3.836
H 0.666 -5.704 -4.101
H 1.434 -5.085 -6.709
H 2.610 -3.166 -4.926
H 3.917 -5.434 -5.830
H 3.270 -5.091 -4.194
H 2.210 -7.398 -5.762
H 2.241 -7.146 -4.094
H -3.331 -6.099 -3.980
H -3.230 -7.658 -4.867
H -0.690 -7.736 -4.100
H -1.984 -8.176 -2.920
H -1.179 -6.520 -2.829
C 1.099 -11.940 0.320
C 1.793 -10.910 1.190
O 2.945 -10.368 0.536
C 2.689 -9.468 -0.420
O 1.602 -9.086 -0.758
O 3.852 -9.084 -0.952
C 3.714 -8.192 -2.061
H 1.803 -12.713 0.006
H 0.275 -12.409 0.862
H 0.697 -11.486 -0.586
H 2.153 -11.389 2.102
H 1.112 -10.111 1.490
H 3.103 -7.327 -1.801
H 3.288 -8.720 -2.914
H 4.708 -7.843 -2.332
C -0.788 4.305 2.056
C 0.235 3.708 1.109
O -0.321 2.629 0.354
C -1.123 2.987 -0.654
O -1.400 4.115 -0.970
O -1.582 1.877 -1.232
C -2.536 2.115 -2.267
H -1.219 3.530 2.693
H -0.329 5.068 2.688
H -1.613 4.765 1.511
H 1.061 3.288 1.685
H 0.657 4.464 0.443
H -2.148 2.806 -3.015
H -3.463 2.496 -1.837
H -2.742 1.163 -2.753
C 0.120 7.443 8.784
C -0.701 6.374 8.089
O -0.432 6.344 6.682
C 0.717 5.766 6.326
O 1.523 5.274 7.068
O 0.829 5.852 4.996
C 2.068 5.359 4.488
H -0.034 8.414 8.308
H -0.157 7.516 9.837
H 1.186 7.223 8.725
H -1.762 6.605 8.196
H -0.538 5.389 8.531
H 2.259 4.340 4.826
H 2.884 6.019 4.785
H 2.003 5.354 3.401
C -2.493 13.456 6.923
C -0.986 13.520 6.764
O -0.403 12.212 6.792
C -0.544 11.497 5.672
O -1.099 11.856 4.668
O 0.020 10.303 5.869
C -0.148 9.395 4.778
H -2.759 12.899 7.823
H -2.915 14.460 6.988
H -2.958 12.944 6.080
H -0.556 14.067 7.604
H -0.699 14.048 5.852
H 0.195 9.833 3.841
H -1.193 9.095 4.700
H 0.452 8.511 4.986

[4]
# C14H39B2F8N11NaO6

C14H39B2F8N11NaO6 as an isolated structure at a distorted geometry (wB97M-V/def2-TZVPD, the OMol25 dataset).

## Properties
**Kohn-Sham gap**: 8.9 eV
**E**: -2622.36557 a.u.
**E_HOMO**: -6.90 eV
**Charge**: -1
**Lowest unoccupied orbital energy**: 1.990 eV
**2S+1**: 1
**Molar mass**: 654.1 Da

Element x y z (Å)
Na -16.097 -7.429 0.096
B -15.069 -5.705 -2.245
F -13.825 -6.258 -2.525
F -16.129 -6.682 -2.050
F -15.098 -4.973 -1.002
F -15.503 -4.891 -3.253
B -14.080 -10.386 2.265
F -15.071 -11.376 1.844
F -13.820 -10.634 3.612
F -12.951 -10.636 1.535
F -14.484 -9.083 1.956
C -15.050 -11.581 7.853
C -14.897 -12.819 6.952
C -14.984 -14.096 7.821
C -15.016 -15.373 7.050
C -16.196 -15.267 6.097
C -16.197 -14.053 5.139
N -16.053 -12.842 6.012
O -16.091 -11.643 5.262
C -15.159 -14.106 3.989
C -17.619 -13.987 4.509
C -13.522 -12.648 6.244
H -14.703 -10.648 7.438
H -14.598 -11.768 8.826
H -16.109 -11.299 7.975
H -14.168 -14.181 8.512
H -15.885 -13.991 8.508
H -15.059 -16.333 7.645
H -14.113 -15.422 6.360
H -17.127 -15.244 6.596
H -16.249 -16.130 5.357
H -15.498 -14.330 3.008
H -14.564 -13.189 3.741
H -14.325 -14.723 4.347
H -17.697 -14.677 3.639
H -18.402 -13.971 5.255
H -17.764 -12.969 4.021
H -12.781 -12.164 6.908
H -13.594 -11.915 5.435
H -13.002 -13.523 5.867
H -15.349 -11.636 4.601
C -16.590 -10.010 -1.082
O -17.078 -9.278 -0.219
N -15.718 -10.923 -0.703
N -16.789 -9.770 -2.405
H -15.020 -11.079 -1.421
H -15.441 -10.962 0.279
H -17.128 -8.850 -2.622
H -16.669 -10.515 -3.081
C -12.824 -14.442 1.116
O -12.837 -15.700 1.039
N -12.025 -13.895 2.078
N -13.682 -13.788 0.330
H -11.700 -12.958 2.082
H -11.354 -14.611 2.365
H -14.383 -14.449 0.053
H -13.934 -12.817 0.433
C -17.154 -8.513 3.436
O -17.363 -7.795 2.449
N -16.046 -8.421 4.216
N -18.107 -9.482 3.802
H -15.396 -7.673 4.002
H -15.848 -8.861 5.090
H -18.616 -9.766 3.009
H -17.810 -10.116 4.516
C -12.007 -8.954 -1.445
O -11.193 -9.863 -1.252
N -12.570 -8.182 -0.496
N -12.404 -8.732 -2.701
H -12.910 -7.300 -0.853
H -12.143 -8.215 0.400
H -12.156 -9.371 -3.432
H -13.019 -7.976 -2.812
C -9.951 -9.548 3.979
O -9.225 -8.938 4.705
N -10.818 -10.457 4.405
N -9.965 -9.335 2.617
H -10.774 -10.536 5.419
H -11.756 -10.451 4.095
H -9.150 -8.821 2.250
H -10.506 -9.891 1.951

[5]
# C4H15N2O2

A 3-piece molecular cluster, C4H15N2O2 overall at a distorted geometry (wB97M-V/def2-TZVPD, the OMol25 dataset).

## Properties
**Kohn-Sham gap**: 9.0 eV
**E**: -421.13603 a.u.
**Relative energy (zero: lowest compared OMol25 entry of this formula, charge and spin)**: 36.04 kcal per mole
**E_HOMO**: -12.08 eV
**Charge**: +1
**Lowest unoccupied orbital energy**: -3.038 eV
**2S+1**: 1
**Molar mass**: 123.2 Da

Element x y z (Å)
C 3.467 0.965 0.639
C 2.004 1.414 0.435
C 1.005 0.335 0.412
C 0.112 0.243 -0.634
N -0.977 -0.703 -0.773
N 0.816 -0.491 1.481
H 3.671 -0.043 0.243
H 3.820 0.993 1.666
H 4.243 1.340 -0.032
H 1.962 2.147 -0.367
H 1.759 1.954 1.385
H 0.355 0.927 -1.427
H -1.177 -1.414 -0.035
H -1.852 -0.152 -0.709
H -0.936 -1.156 -1.683
H 0.291 -1.345 1.463
H 1.494 -0.436 2.225
H -3.634 0.637 -2.505
H -3.722 1.320 -1.222
O -3.315 0.517 -1.597
H -3.483 -1.911 -0.239
H -3.090 -2.678 1.085
O -2.811 -2.462 0.188

[6]
# C5H8O

C5H8O as an isolated structure at a distorted geometry (wB97M-V/def2-TZVPD, the OMol25 dataset).

## Properties
**Kohn-Sham gap**: 8.2 eV
**E**: -270.38400 a.u.
**Relative energy (zero: lowest compared OMol25 entry of this formula, charge and spin)**: 109.12 kcal per mole
**E_HOMO**: -7.57 eV
**Lowest unoccupied orbital energy**: 0.586 eV
**2S+1**: 1
**Molar mass**: 84.1 Da

Element x y z (Å)
O -1.312 1.846 0.202
C -0.767 0.629 0.377
C -1.085 -0.658 -0.393
C 0.254 -1.287 -0.276
C 1.352 -0.290 -0.463
C 0.687 0.403 0.618
H -0.642 2.376 -0.278
H -0.635 0.260 1.541
H -1.337 -0.353 -1.420
H -1.914 -1.242 0.014
H 0.421 -2.183 0.315
H 1.379 0.229 -1.428
H 2.344 -0.656 -0.201
H 1.256 0.926 1.391